C19H10N2O8SbSe4Ta as an isolated structure, computed with ωB97M-V with the def2-TZVPD basis set.

Positions of all 45 atoms, in Å:
1 Ta -1.41363 -0.43030 0.07861
2 O 1.03918 0.05055 3.12082
3 C 2.30521 -0.21589 2.77700
4 C 3.35635 -0.25988 3.69210
5 C 4.63169 -0.59185 3.26157
6 C 4.88116 -0.88210 1.92773
7 C 3.84033 -0.81185 1.01148
8 C 2.56014 -0.47229 1.41806
9 C 1.44845 -0.30001 0.44138
10 O 0.42604 -1.13293 0.47287
11 N 1.46761 0.68816 -0.37817
12 N 0.21143 0.74293 -1.01659
13 C 0.24439 1.25828 -2.18544
14 C -0.90752 1.45932 -3.01383
15 C -0.76360 2.02728 -4.28452
16 C -1.85587 2.27703 -5.08359
17 C -3.13020 1.96292 -4.58972
18 C -3.29972 1.41438 -3.34084
19 C -2.18636 1.13663 -2.51236
20 O -2.36987 0.63888 -1.33732
21 H 0.93307 0.53791 3.97722
22 H 3.15638 -0.02823 4.73074
23 H 5.44073 -0.62537 3.98194
24 H 5.87864 -1.14712 1.60044
25 H 4.02059 -1.00353 -0.03956
26 H 1.21391 1.60484 -2.54165
27 H 0.23608 2.27612 -4.62631
28 H -1.73652 2.71879 -6.06420
29 H -4.00310 2.15842 -5.20284
30 H -4.28060 1.17610 -2.95104
31 O -0.29336 -4.74418 1.28666
32 C -0.75564 -3.93078 0.54705
33 C -0.48791 -3.78499 -1.01712
34 O 0.23414 -4.45229 -1.69498
35 C -1.31759 -2.55838 -1.37035
36 C -2.40890 -2.48373 -0.41367
37 O -3.21053 -1.44129 -0.39758
38 C -1.69870 -2.77355 0.79538
39 O -1.76199 -1.90936 1.71444
40 O -1.01798 -1.55803 -2.03244
41 Se -4.09153 3.19789 4.33594
42 Sb -1.74613 2.88389 4.22425
43 Se -1.67093 1.37886 1.52102
44 Se -0.78419 1.34638 5.77154
45 Se -0.33311 4.60238 3.40586

Values from the calculation:
Net charge = -2
E_LUMO = 3.44 eV
E_HOMO = -0.0840 Eh
Orbital gap = 5.7 eV